# C6H12O

An isolated molecule of C6H12O (ωB97M-V/def2-TZVPD, OMol25).

Properties
SMILES = CC(C)[C@H]1O[C@H]1C
2S+1 = 1
Total charge = 0
Frontier orbital gap = 11.164 eV

Each atom is followed by the atoms it is bonded to, with distances in Å.
Atoms and positions in Å:
1 O 1.3027 -1.5127 -0.3305  C3 1.425, C7 1.424
2 C -1.2357 1.1271 0.4891  C4 1.530, H10 1.095, H15 1.097, H17 1.096
3 C 1.7329 -0.3931 0.4392  O1 1.425, C6 1.507, C7 1.467, H14 1.093
4 C -0.7749 -0.1090 -0.2866  C2 1.530, C5 1.529, C7 1.514, H9 1.096
5 C -1.9359 -1.0643 -0.5668  C4 1.529, H8 1.096, H11 1.095, H13 1.098
6 C 2.2370 0.8207 -0.2988  C3 1.507, H16 1.096, H18 1.095, H19 1.093
7 C 0.3322 -0.8278 0.4557  O1 1.424, C3 1.467, C4 1.514, H12 1.096
8 H -2.7245 -0.5644 -1.1402  C5 1.096
9 H -0.3590 0.2107 -1.2491  C4 1.096
10 H -1.8934 1.7492 -0.1273  C2 1.095
11 H -1.5997 -1.9387 -1.1343  C5 1.095
12 H -0.0005 -1.3949 1.3319  C7 1.096
13 H -2.3794 -1.4192 0.3726  C5 1.098
14 H 2.3456 -0.6737 1.2997  C3 1.093
15 H -1.7941 0.8457 1.3902  C2 1.097
16 H 2.3217 1.6682 0.3914  C6 1.096
17 H -0.3837 1.7434 0.7989  C2 1.096
18 H 3.2311 0.6247 -0.7138  C6 1.095
19 H 1.5775 1.1081 -1.1214  C6 1.093


# C6H12O

An isolated molecule of C6H12O at a distorted geometry (ωB97M-V/def2-TZVPD, OMol25).

Properties
SMILES = CCC[C@H]1C[C@H]1O
2S+1 = 1
Total charge = 0
Frontier orbital gap = 8.572 eV

Each atom is followed by the atoms it is bonded to, with distances in Å.
Atoms and positions in Å:
1 O 1.8100 0.6037 -1.4610  C7 1.372, H8 0.967
2 C 0.9291 -0.2930 0.9319  C3 1.502, C5 1.518, C7 1.747, H19 1.148
3 C 2.1181 -1.0078 0.3556  C2 1.502, C7 1.460, H13 1.085, H18 1.090
4 C -2.7364 0.1618 -0.2949  C6 1.525, H12 1.097, H14 1.097, H17 1.095
5 C -0.3763 -0.6041 0.2230  C2 1.518, C6 1.524, H15 1.103, H16 1.102
6 C -1.4118 0.5026 0.3789  C4 1.525, C5 1.524, H9 1.098, H10 1.100
7 C 2.1347 0.3615 -0.1496  O1 1.372, C2 1.747, C3 1.460, H11 1.100
8 H 1.4326 1.4919 -1.5287  O1 0.967
9 H -1.5611 0.7068 1.4470  C6 1.098
10 H -1.0020 1.4266 -0.0560  C6 1.100
11 H 2.9101 1.0057 0.2911  C7 1.100
12 H -3.1761 -0.7396 0.1486  C4 1.097
13 H 2.9238 -1.3461 0.9981  C3 1.085
14 H -2.5895 -0.0350 -1.3637  C4 1.097
15 H -0.7881 -1.5391 0.6402  C5 1.103
16 H -0.2089 -0.8058 -0.8478  C5 1.102
17 H -3.4643 0.9737 -0.1972  C4 1.095
18 H 1.8821 -1.6927 -0.4591  C3 1.090
19 H 1.1740 0.8288 0.9437  C2 1.148


# C6H12O

A cluster of 2 separate species, C6H12O in total at a distorted geometry (ωB97M-V/def2-TZVPD, OMol25).

Properties
SMILES = C=C(C)C(=C)C.O
2S+1 = 1
Total charge = 0
Frontier orbital gap = 9.373 eV

Each atom is followed by the atoms it is bonded to, with distances in Å.
Atoms and positions in Å:
1 O 1.3582 -2.2820 -0.6469  H15 0.961, H16 0.965
2 C 0.4496 0.7262 0.2089  C3 1.489, C4 1.339, C7 1.497
3 C 0.1749 1.9507 -0.5929  C2 1.489, H12 1.101, H14 1.085, H18 1.092
4 C 1.6012 0.3869 0.8025  C2 1.339, H8 1.079, H13 1.079
5 C -1.0950 -0.7344 1.5501  C7 1.334, H10 1.075, H19 1.075
6 C -1.6245 -0.3835 -0.7869  C7 1.502, H9 1.093, H11 1.091, H17 1.089
7 C -0.7045 -0.2098 0.3869  C2 1.497, C5 1.334, C6 1.502
8 H 1.6478 -0.0491 1.7884  C4 1.079
9 H -1.1238 -0.5798 -1.7380  C6 1.093
10 H -1.9974 -1.3178 1.5171  C5 1.075
11 H -2.1987 0.5179 -1.0038  C6 1.091
12 H 0.2162 1.7540 -1.6753  C3 1.101
13 H 2.5182 0.8704 0.5020  C4 1.079
14 H 0.8129 2.7895 -0.3360  C3 1.085
15 H 1.9028 -2.0652 -1.4090  O1 0.961
16 H 1.7544 -1.8158 0.0991  O1 0.965
17 H -2.3704 -1.1588 -0.6174  C6 1.089
18 H -0.8569 2.2850 -0.4686  C3 1.092
19 H -0.4648 -0.6845 2.4200  C5 1.075


# C6H12O

An isolated molecule of C6H12O (ωB97M-V/def2-TZVPD, OMol25).

Properties
SMILES = CC1(C)OC1(C)C
2S+1 = 1
Total charge = 0
Frontier orbital gap = 9.748 eV

Each atom is followed by the atoms it is bonded to, with distances in Å.
Atoms and positions in Å:
1 O -0.0179 -0.9446 1.1776  C3 1.419, C5 1.418
2 C -1.7898 -1.2366 -0.3897  C5 1.556, H11 1.095, H17 1.099, H18 1.096
3 C 0.7847 -0.1927 0.2815  O1 1.419, C4 1.518, C5 1.560, C7 1.557
4 C 1.3517 -0.4531 -1.1023  C3 1.518, H13 1.090, H16 1.096, H19 1.109
5 C -0.7734 -0.2257 0.2162  O1 1.418, C2 1.556, C3 1.560, C6 1.516
6 C -1.2915 1.1960 0.1173  C5 1.516, H8 1.089, H9 1.108, H14 1.096
7 C 1.7397 0.6538 1.1738  C3 1.557, H10 1.096, H12 1.097, H15 1.097
8 H -0.7817 1.8844 0.7900  C6 1.089
9 H -0.9893 1.4769 -0.9115  C6 1.108
10 H 2.7713 0.4896 0.8405  C7 1.096
11 H -1.7100 -2.1786 0.1626  C2 1.095
12 H 1.6141 1.7384 1.2838  C7 1.097
13 H 0.8401 -1.2660 -1.6178  C4 1.090
14 H -2.3809 1.3114 0.1476  C6 1.096
15 H 1.6968 0.2287 2.1837  C7 1.097
16 H 2.4420 -0.5387 -1.1773  C4 1.096
17 H -2.7961 -0.8608 -0.1568  C2 1.099
18 H -1.7954 -1.4787 -1.4590  C2 1.096
19 H 1.0875 0.4752 -1.6477  C4 1.109


LUMO list, top to bottom, in eV: 1.123; 0.727; 0.847; 0.965
Energy relative to the best compared isomer or geometry (same formula, charge and spin) list, top to bottom, in eV: 1.109; 3.611; 2.117; 3.063
DFT total energy list, top to bottom, in hartree: -311.01851; -310.92659; -310.98146; -310.94670